[1]
{"formula": "C6H10BrO3", "method": "ωB97M-V with the def2-TZVPD basis set", "fmax_ev_per_a": 5.42, "charge": -1, "total_energy_ha": -3034.42280, "mol_weight_da": 210.05, "relative_energy_kcal_mol": 8.0, "multiplicity": 1, "homo_ha": -0.1704, "elements": ["Br", "O", "O", "O", "C", "C", "C", "C", "C", "C", "H", "H", "H", "H", "H", "H", "H", "H", "H", "H"], "coordinates": [[-1.7068, -1.6248, 2.0859], [0.7011, 0.7286, 1.8686], [-2.2357, 1.3017, 0.0673], [-1.5256, 1.7214, 2.1630], [-0.0637, 0.3748, 0.9374], [0.6957, 1.0083, -1.1802], [-1.4455, 1.1158, 0.9669], [-0.7059, -0.9599, -1.1923], [0.3342, -0.1995, -0.3512], [1.4846, -1.1467, -0.0821], [-0.6539, 1.2897, 2.5070], [2.3408, -0.5553, 0.3581], [-1.6568, -0.5670, -1.3104], [1.0750, 0.8333, -2.2288], [1.3841, -1.9062, 0.7297], [-0.1835, 1.5692, -1.0847], [-0.2293, -1.3106, -2.0246], [-0.9182, -1.8063, -0.4545], [1.5593, 1.7966, -0.7765], [1.7502, -1.6635, -0.9985]], "forces_ev_per_a": [[0.19, -0.10, -0.03], [-0.95, -1.34, -1.85], [0.69, -0.35, 0.29], [1.01, -1.18, -0.47], [-0.70, 1.64, 1.57], [4.00, 2.44, -0.02], [-0.73, 0.91, 0.72], [0.05, -1.85, 5.09], [1.07, -1.31, -0.70], [1.93, 0.13, 1.32], [-1.00, 1.28, 0.72], [-0.54, -0.44, -0.99], [-1.43, 1.42, -0.61], [-0.99, -0.24, 1.00], [-0.91, 0.46, -0.72], [-1.26, 1.27, -1.07], [0.99, -0.86, -2.39], [0.10, 0.42, -1.38], [-1.92, -2.30, -0.37], [0.39, 0.00, -0.13]]}

[2]
{"formula": "C4H6O2", "method": "ωB97M-V with the def2-TZVPD basis set", "fmax_ev_per_a": 0.65, "charge": 0, "total_energy_ha": -306.35408, "mol_weight_da": 86.09, "relative_energy_kcal_mol": 95.5, "multiplicity": 1, "homo_ha": -0.3201, "elements": ["O", "O", "C", "C", "C", "C", "H", "H", "H", "H", "H", "H"], "coordinates": [[1.8964, -0.3626, 0.8625], [-1.2932, 1.0272, 0.3745], [0.0733, -0.3214, -0.5663], [1.1070, -1.1271, 0.1348], [-1.2571, -0.3940, 0.2280], [-0.0969, 1.1939, -0.4027], [0.6959, 1.6968, 0.1610], [-2.1107, -0.7848, -0.3371], [-0.2888, 1.7324, -1.3387], [0.0090, -0.7219, -1.5810], [-1.2016, -0.9101, 1.1965], [2.4665, -1.0282, 1.2686]], "forces_ev_per_a": [[-0.15, -0.59, -0.21], [-0.07, 0.12, 0.07], [0.09, -0.20, -0.13], [-0.18, 0.11, -0.09], [-0.23, -0.37, 0.07], [0.34, 0.23, -0.12], [-0.14, -0.02, -0.06], [0.10, 0.09, 0.07], [0.01, -0.06, 0.16], [-0.12, 0.15, 0.09], [0.02, 0.10, -0.18], [0.34, 0.44, 0.34]]}

[3]
{"formula": "C4H4BrN", "method": "ωB97M-V with the def2-TZVPD basis set", "fmax_ev_per_a": 4.87, "charge": 0, "total_energy_ha": -2783.53392, "mol_weight_da": 145.99, "relative_energy_kcal_mol": 12.5, "multiplicity": 1, "homo_ha": -0.3653, "smiles": "C/C(Br)=C/C#N", "elements": ["Br", "N", "C", "C", "C", "C", "H", "H", "H", "H"], "coordinates": [[2.0636, 1.8355, 1.0208], [4.3654, -1.0955, 0.3082], [1.7491, -0.8338, 0.1934], [-0.2849, 0.5703, -0.0313], [3.2058, -1.0364, 0.4306], [1.1820, 0.3515, 0.2984], [1.2198, -1.5749, -0.2146], [-0.8041, 0.0796, 0.6738], [-0.4840, 1.5565, 0.0062], [-0.6296, 0.2293, -1.0065]], "forces_ev_per_a": [[0.18, 0.10, 0.01], [-2.07, -0.09, 0.70], [4.02, 2.25, 1.59], [2.73, -1.18, -2.24], [0.41, 0.26, -1.22], [-0.96, 0.32, -0.17], [-1.80, -3.03, -1.38], [-2.17, -1.66, 2.57], [-0.82, 3.33, 0.26], [0.48, -0.31, -0.11]]}

[4]
{"formula": "C4H13NO2", "method": "ωB97M-V with the def2-TZVPD basis set", "fmax_ev_per_a": 3.70, "charge": 0, "total_energy_ha": -365.37993, "mol_weight_da": 107.15, "relative_energy_kcal_mol": 39.3, "multiplicity": 1, "homo_ha": -0.3105, "smiles": "CC(C)NCO.O", "elements": ["O", "O", "N", "C", "C", "C", "C", "H", "H", "H", "H", "H", "H", "H", "H", "H", "H", "H", "H", "H"], "coordinates": [[1.6219, -0.2788, 1.3748], [1.0031, 4.3254, 0.4842], [0.2151, 0.0671, -0.5995], [-1.1608, -1.7921, -1.6328], [1.1065, 0.6130, 0.3890], [-1.1778, -1.3603, 0.8545], [-0.3218, -1.2751, -0.4136], [1.9512, 1.0180, -0.1136], [1.5810, 5.0175, 0.1335], [-1.0289, -0.6429, 1.6601], [-1.1529, -2.3843, 1.2359], [-0.7851, -2.7692, -1.9119], [-2.1777, -1.4235, -1.5854], [0.6511, 1.3977, 1.0004], [0.4545, -2.0544, -0.4200], [0.9754, -0.9180, 1.6869], [0.4427, 0.1311, -1.5790], [0.6822, 4.7245, 1.3027], [-0.6613, -1.2072, -2.4275], [-2.2184, -1.1884, 0.5612]], "forces_ev_per_a": [[0.80, -0.67, -0.44], [0.16, 0.48, 0.13], [-1.31, -1.04, -0.57], [2.59, 2.63, -0.24], [-0.54, -0.06, 1.12], [-0.85, -0.52, -0.27], [-0.51, -0.82, 0.38], [0.77, 0.49, -0.30], [-0.09, -0.27, -0.08], [0.56, -0.01, -0.06], [0.03, 0.10, 0.24], [-1.30, -0.64, 0.34], [-0.37, -0.91, -0.18], [-0.38, 0.25, -0.53], [0.43, 0.40, 0.71], [-0.17, 0.28, -0.17], [0.82, 0.55, 0.23], [-0.07, -0.22, -0.06], [-0.59, -0.06, -0.33], [0.01, 0.04, 0.06]]}